Arrangement w

The following is a quantum chemistry calculation of a 2-piece molecular cluster, C4H5N3 overall, from OMol25.

ORCA input file:
```
! RIJCOSX wB97M-V def2-TZVPD def2/J DEFGRID3
* xyz 0 1
H 1.94 -0.89 0.77
N -1.30 3.07 -1.48
C -0.99 2.06 -1.00
H 0.81 -0.32 2.07
H 1.05 1.29 0.22
C -1.12 -1.94 -0.98
C 0.90 -0.73 1.07
C -0.71 0.76 -0.41
H 0.42 -1.72 1.03
N 0.39 0.51 0.21
N 0.05 -2.03 -0.97
H -1.45 -0.05 -0.54
*
```

## Properties
Frontier orbital gap: 6.8 eV
Molecular weight: 95.10 g mol⁻¹
HOMO level: -9.00 eV

Arrangement x

The following is a quantum chemistry calculation of one molecule with the formula C4H5N3, from OMol25.

ORCA input file:
```
! RIJCOSX wB97M-V def2-TZVPD def2/J DEFGRID3
* xyz 0 1
H -2.51 -0.73 -0.21
H 3.14 -0.15 0.16
H -0.29 2.13 0.36
C -0.62 0.04 -0.07
H -0.45 -2.09 -0.43
N 1.50 1.09 0.31
N -1.99 0.13 -0.26
C 0.17 1.15 0.21
N 1.40 -1.24 -0.13
C 0.08 -1.16 -0.22
H -2.47 0.92 0.16
C 2.05 -0.10 0.12
*
```

## Properties
Frontier orbital gap: 9.6 eV
Molecular weight: 95.10 g mol⁻¹
HOMO level: -8.77 eV

Stability check: which of them is most stable? arrangement x.

Arrangement w

The following is a quantum chemistry calculation of one molecule with the formula C17H23N3O3, from OMol25.

ORCA input file:
```
! RIJCOSX wB97M-V def2-TZVPD def2/J DEFGRID3
* xyz 0 1
C -0.60 1.43 0.84
C 4.44 -1.09 0.64
H -1.37 -2.78 1.93
H -2.73 -2.76 -1.30
H -2.43 2.34 1.45
H 0.33 -3.19 2.17
H 5.10 -1.88 0.95
H -4.45 -0.83 1.43
C -0.18 -2.81 0.11
C -1.49 -0.20 -2.18
O 0.82 -0.81 -1.67
C 2.69 0.25 0.39
H -2.77 -1.95 0.29
C -0.37 -0.97 -1.49
C -0.69 3.51 -0.77
H -3.59 -0.74 -2.11
H -1.28 0.86 -2.19
C 4.72 -0.10 -0.25
C -3.85 -0.04 1.86
H -3.43 -0.38 2.80
C -1.93 1.35 1.51
H 5.60 0.12 -0.82
C -3.21 0.52 -0.41
N -2.76 0.29 0.96
H 0.87 -2.67 -0.17
O 3.67 0.72 -0.40
C 3.12 -0.87 1.06
H -1.69 3.71 -0.40
C -2.76 -0.57 -1.41
O 1.17 1.98 -0.35
N 0.40 0.55 1.16
H -4.51 0.82 2.06
H -2.84 1.49 -0.76
C -0.12 2.32 -0.09
N -0.93 -1.88 -0.69
H -0.06 4.38 -0.58
C -2.37 -1.89 -0.72
H -4.31 0.57 -0.43
H -0.48 -3.83 -0.14
H -1.76 1.11 2.56
H -0.13 -1.51 1.82
C -0.35 -2.56 1.61
H -1.54 -0.54 -3.22
C 1.42 0.90 0.42
H 2.54 -1.44 1.76
H -0.73 3.35 -1.85
*
```

## Properties
Frontier orbital gap: 8.5 eV
Molecular weight: 317.39 g mol⁻¹
HOMO level: -7.67 eV

Arrangement x

The following is a quantum chemistry calculation of one molecule with the formula C17H23N3O3, from OMol25.

ORCA input file:
```
! RIJCOSX wB97M-V def2-TZVPD def2/J DEFGRID3
* xyz 0 1
C 1.14 -2.08 -1.35
H -4.88 0.77 -2.23
C -3.46 2.04 -1.38
H -0.61 -1.66 3.47
H -1.41 -2.57 -3.91
H -0.69 -2.39 2.05
C -0.66 -0.87 -2.67
H 1.60 3.79 1.67
H -0.10 1.55 -0.94
H -3.74 -1.36 -3.70
H -0.33 2.25 1.75
H 1.31 -0.09 -2.21
C 1.10 -0.69 0.79
C -1.59 -1.68 -3.31
H 2.71 2.59 2.32
C -1.09 1.38 -1.35
C 1.78 2.75 1.75
C -2.12 2.27 -1.04
C 1.88 0.15 3.57
H -0.38 -1.89 0.06
H 1.83 -0.91 3.81
H 3.23 -1.46 -0.28
H -1.90 3.17 -0.43
H 0.50 -2.96 -1.52
H -0.79 -0.14 1.46
H -0.20 0.67 3.70
O 2.22 -0.16 0.65
O 3.51 -2.18 -0.83
H 0.34 2.70 3.32
H 1.93 2.38 0.77
H 2.12 0.66 4.51
N -0.08 -1.77 2.59
H 2.76 0.35 2.95
N 0.62 -1.69 -0.05
C 0.56 2.12 2.44
N -2.88 -1.11 -3.18
C 0.57 0.61 2.93
C 0.81 -1.02 -2.48
C 0.13 -0.50 1.92
C 2.53 -2.51 -1.65
C -3.82 0.93 -2.08
C -1.42 0.25 -2.13
H 1.15 -1.37 -3.45
C -2.78 0.03 -2.44
H -4.15 2.86 -1.26
O 2.75 -3.19 -2.62
*
```

## Properties
Frontier orbital gap: 8.7 eV
Molecular weight: 317.39 g mol⁻¹
HOMO level: -8.33 eV

Arrangement y

The following is a quantum chemistry calculation of one molecule with the formula C17H23N3O3, from OMol25.

ORCA input file:
```
! RIJCOSX wB97M-V def2-TZVPD def2/J DEFGRID3
* xyz 0 1
O -2.32 -2.46 -0.83
C -2.77 3.12 -0.70
C 4.41 0.46 0.72
C 4.45 0.70 2.10
H -4.43 0.99 -0.62
O -1.29 -3.93 0.12
H -1.82 3.60 -0.58
C 1.44 -2.68 2.06
O -1.04 -0.47 -3.01
H -3.27 -0.35 -1.05
H 1.76 -1.88 3.86
C 2.62 -1.12 1.09
C -0.90 1.39 -1.44
C 1.44 -2.79 -0.43
C 3.53 -0.49 0.24
C -3.57 3.43 0.61
C -1.11 -2.96 -0.57
N -0.10 2.22 -2.29
H -2.77 1.75 -2.30
H 0.71 -3.43 2.37
C -0.59 -0.05 -1.92
N 1.80 -1.71 2.91
H -3.69 4.54 0.54
H -4.62 3.16 0.74
C 3.63 0.03 2.94
C 0.20 -2.25 -1.01
H 5.21 1.40 2.47
H 2.26 -2.81 -1.18
H 3.88 0.06 4.00
H -2.57 -3.23 -0.19
H -3.16 3.46 1.51
H 0.26 1.95 -3.17
H 0.02 -2.37 -2.08
H 1.29 -3.88 -0.18
H 0.56 -0.33 -0.21
C 1.82 -2.22 0.82
H -0.37 1.57 -0.49
C 2.76 -0.93 2.42
H 5.14 0.72 -0.09
H -0.25 3.21 -2.34
H 3.74 -0.76 -0.78
C -3.39 0.60 -0.62
H -3.00 0.29 0.37
N 0.05 -0.80 -0.98
H -3.50 3.58 -1.50
C -2.46 1.67 -1.32
*
```

## Properties
Frontier orbital gap: 8.9 eV
Molecular weight: 317.39 g mol⁻¹
HOMO level: -8.31 eV

Stability check: which of them is most stable? arrangement x.

Arrangement w

The following is a quantum chemistry calculation of one molecule with the formula C5H9N, from OMol25.

ORCA input file:
```
! RIJCOSX wB97M-V def2-TZVPD def2/J DEFGRID3
* xyz 0 1
H 1.31 1.39 -0.09
H -0.81 1.68 0.05
C -1.22 0.78 0.49
N 0.73 -0.61 -0.45
C -0.52 -0.53 0.26
H 2.20 0.60 -1.45
H 1.11 -1.52 -0.67
H 1.81 -0.34 1.45
H -1.75 -0.01 -1.51
C 1.74 0.46 -0.47
H -0.58 -1.25 1.08
C -1.81 -0.23 -0.45
C 2.19 -0.59 0.46
H -2.70 -0.77 -0.15
H -1.69 0.94 1.46
*
```

## Properties
Frontier orbital gap: 8.8 eV
Molecular weight: 83.13 g mol⁻¹
HOMO level: -7.76 eV

Arrangement x

The following is a quantum chemistry calculation of one molecule with the formula C5H9N, from OMol25.

ORCA input file:
```
! RIJCOSX wB97M-V def2-TZVPD def2/J DEFGRID3
* xyz 0 1
H -2.50 -1.15 -0.75
H 3.51 0.08 -0.67
H -0.40 0.16 -1.47
H -0.80 1.27 1.24
C -0.74 0.14 -0.40
C 1.69 -0.61 0.15
N -0.11 1.07 0.49
H -2.57 -0.26 0.84
C -2.20 -0.20 -0.23
H -0.06 -0.81 1.46
H 2.14 1.37 -0.55
C 0.27 -0.34 0.58
H -2.81 0.55 -0.74
C 2.52 0.34 -0.35
H 2.07 -1.62 0.39
*
```

## Properties
Frontier orbital gap: 10.2 eV
Molecular weight: 83.13 g mol⁻¹
HOMO level: -9.05 eV

Stability check: which of them is most stable? arrangement x.

Arrangement w

The following is a quantum chemistry calculation of a 2-piece molecular cluster, C10H15NO3S overall, from OMol25.

ORCA input file:
```
! RIJCOSX wB97M-V def2-TZVPD def2/J DEFGRID3
* xyz 0 1
C -0.45 0.18 -2.01
O 0.33 -2.94 0.19
H 0.01 1.19 -2.39
H -0.26 -1.28 -4.97
H 0.71 -0.66 3.84
H 0.54 1.77 0.63
C -1.46 -0.22 -0.15
H -1.59 -0.04 -4.33
H -0.04 3.02 3.19
H -0.67 1.70 4.24
C 0.85 -0.43 2.76
O 2.64 1.63 0.89
H -2.70 0.23 -1.82
H -1.77 -1.89 -4.27
C 1.41 1.70 1.32
C -0.02 -0.25 -0.55
S 0.85 -1.95 -0.73
C 0.10 -2.17 -2.40
C -0.46 -1.06 -2.93
C -1.10 -1.05 -4.30
N -1.81 0.45 -1.35
H 0.10 -0.66 2.02
H 1.77 -1.02 2.25
H 0.15 -3.14 -2.81
H 2.00 1.48 3.21
C -0.19 1.89 3.16
H 3.17 1.07 1.52
O -2.18 -0.58 0.74
H -1.01 1.90 2.42
C 1.09 1.15 2.63
*
```

## Properties
Frontier orbital gap (alpha / beta): 5.5 / 8.4 eV
Molecular weight: 229.30 g mol⁻¹
HOMO level (alpha / beta): -7.14 / -8.31 eV

Arrangement x

The following is a quantum chemistry calculation of a 2-piece molecular cluster, C10H15NO3S overall, from OMol25.

ORCA input file:
```
! RIJCOSX wB97M-V def2-TZVPD def2/J DEFGRID3
* xyz 0 1
H 0.76 -2.37 -0.02
C 2.44 0.63 1.21
H 1.35 -1.44 3.13
C -3.37 0.70 -1.96
N -1.39 0.56 -0.86
H -1.24 3.02 -1.82
O -1.64 -1.31 0.44
O -4.18 -1.64 -1.25
H -4.17 1.06 -2.73
H 3.99 1.67 0.22
C -0.26 0.95 -0.28
H 1.94 1.56 0.85
C 1.54 -1.54 0.08
C -3.32 -0.57 -1.24
C -2.18 1.39 -1.75
O -1.77 2.48 -2.46
H 1.66 -0.93 -0.79
C -2.13 -0.55 -0.58
C 1.42 -0.50 1.16
C 3.53 0.60 0.08
H 4.34 -0.04 0.49
S 0.46 2.38 -0.42
H 0.65 0.21 2.90
H 2.87 0.70 2.16
H -5.09 -1.32 -1.51
C 0.82 -0.80 2.48
H -0.19 -1.32 2.36
H -2.44 -1.89 0.80
H 2.41 -2.20 0.25
H 3.22 0.49 -0.94
*
```

## Properties
Frontier orbital gap (alpha / beta): 7.3 / 7.2 eV
Molecular weight: 229.30 g mol⁻¹
HOMO level (alpha / beta): -7.29 / -7.27 eV

Stability check: which of them is most stable? arrangement x.

Arrangement w

The following is a quantum chemistry calculation of one molecule with the formula C7H6N4O2, from OMol25.

ORCA input file:
```
! RIJCOSX wB97M-V def2-TZVPD def2/J DEFGRID3
* xyz 0 1
N 1.49 1.65 -0.93
O -0.87 -0.56 -2.21
H 3.89 -0.37 0.06
H -3.72 0.56 0.92
C -1.57 1.01 0.81
C 0.90 0.74 -0.28
H 2.11 -1.55 1.75
N -0.77 0.46 -0.15
H -3.60 -0.27 -1.64
C -2.94 0.61 0.28
C 1.46 -1.42 0.90
N 2.81 1.35 -0.81
C -2.88 -0.10 -0.86
O -1.35 1.63 1.83
H 0.37 -1.44 1.14
C -1.44 -0.11 -1.22
N 1.73 -0.21 0.25
H 1.42 -2.28 0.25
C 2.95 0.30 -0.10
*
```

## Properties
Frontier orbital gap: 9.3 eV
Molecular weight: 178.15 g mol⁻¹
HOMO level: -10.39 eV

Arrangement x

The following is a quantum chemistry calculation of one molecule with the formula C7H6N4O2, from OMol25.

ORCA input file:
```
! RIJCOSX wB97M-V def2-TZVPD def2/J DEFGRID3
* xyz 0 1
N 2.96 0.76 1.14
N -1.02 -1.90 -1.41
C -2.39 0.48 0.95
N 0.17 -0.02 -0.84
O -3.28 -1.90 -1.10
H -3.32 0.33 1.50
C -2.19 -1.43 -0.88
H 2.54 -0.98 0.15
N 2.21 -0.06 0.42
H -1.05 -2.76 -1.94
C 0.25 -1.31 -1.25
H 0.43 2.64 0.25
C -2.01 -0.30 0.01
H -1.80 1.33 1.26
C 2.31 1.91 1.18
C 1.14 1.86 0.43
C 1.10 0.56 -0.08
H 2.71 2.73 1.74
O 1.25 -1.93 -1.53
*
```

## Properties
Frontier orbital gap (alpha / beta): 7.1 / 6.3 eV
Molecular weight: 178.15 g mol⁻¹
HOMO level (alpha / beta): -8.52 / -8.26 eV

Stability check: which of them is most stable? arrangement w.

Arrangement w

The following is a quantum chemistry calculation of one molecule with the formula C3H3NO, from OMol25.

ORCA input file:
```
! RIJCOSX wB97M-V def2-TZVPD def2/J DEFGRID3
* xyz 0 1
C -1.26 0.23 -0.12
H -0.05 -1.38 0.78
H 0.12 -1.18 -1.01
C -0.03 -0.67 -0.06
H 0.30 1.34 -0.62
C 0.94 0.52 -0.03
N 2.04 0.54 0.45
O -2.07 0.61 0.62
*
```

## Properties
Frontier orbital gap (alpha / beta): 9.6 / 7.4 eV
Molecular weight: 69.06 g mol⁻¹
HOMO level (alpha / beta): -9.82 / -8.30 eV

Arrangement x

The following is a quantum chemistry calculation of one molecule with the formula C3H3NO, from OMol25.

ORCA input file:
```
! RIJCOSX wB97M-V def2-TZVPD def2/J DEFGRID3
* xyz 0 1
H 0.76 0.63 -0.93
C -1.00 -0.42 -0.10
O -0.84 0.88 0.54
H -1.38 -1.21 0.55
N 2.08 0.38 0.00
C 1.50 -0.08 0.96
C 0.29 0.21 0.09
H -1.41 -0.39 -1.11
*
```

## Properties
Frontier orbital gap: 10.4 eV
Molecular weight: 69.06 g mol⁻¹
HOMO level: -10.49 eV

Arrangement y

The following is a quantum chemistry calculation of one molecule with the formula C3H3NO, from OMol25.

ORCA input file:
```
! RIJCOSX wB97M-V def2-TZVPD def2/J DEFGRID3
* xyz 0 1
C -1.10 -0.31 0.41
H 1.61 -0.14 -1.28
C 0.75 -0.01 -0.61
H -2.06 -0.47 0.89
O -0.11 0.07 1.33
N 1.03 0.20 0.77
H 0.52 1.09 -0.64
C -0.64 -0.42 -0.87
*
```

## Properties
Frontier orbital gap (alpha / beta): 8.1 / 8.1 eV
Molecular weight: 69.06 g mol⁻¹
HOMO level (alpha / beta): -9.00 / -9.00 eV

Stability check: which of them is most stable? arrangement w.

Arrangement w

The following is a quantum chemistry calculation of one molecule with the formula CH2O2S, from OMol25.

ORCA input file:
```
! RIJCOSX wB97M-V def2-TZVPD def2/J DEFGRID3
* xyz 0 1
O -0.19 -1.14 -0.01
C 0.53 -0.01 0.00
H -1.17 -1.01 0.01
S 2.16 0.00 0.00
O -0.19 1.14 -0.01
H -1.14 1.01 0.01
*
```

## Properties
Frontier orbital gap: 8.8 eV
Molecular weight: 78.09 g mol⁻¹
HOMO level: -8.96 eV

Arrangement x

The following is a quantum chemistry calculation of a 2-piece molecular cluster, CH2O2S overall, from OMol25.

ORCA input file:
```
! RIJCOSX wB97M-V def2-TZVPD def2/J DEFGRID3
* xyz 0 1
H -0.47 1.67 -0.69
C 0.79 -1.53 -0.07
O -0.75 1.16 -0.01
S 0.25 -1.68 1.36
O 1.28 -1.45 -1.11
H -1.09 1.83 0.53
*
```

## Properties
Frontier orbital gap: 11.0 eV
Molecular weight: 78.09 g mol⁻¹
HOMO level: -10.34 eV

Stability check: which of them is most stable? arrangement x.

Arrangement w

The following is a quantum chemistry calculation of a 2-piece molecular cluster, CH2O2S overall, from OMol25.

ORCA input file:
```
! RIJCOSX wB97M-V def2-TZVPD def2/J DEFGRID3
* xyz 0 1
O -0.93 -2.75 1.49
C -0.48 -0.22 0.82
O 1.42 -2.03 1.24
S 0.03 -1.81 0.98
H -1.32 -0.07 0.15
H 1.26 0.35 -0.26
*
```

## Properties
Frontier orbital gap (alpha / beta): 8.7 / 9.1 eV
Molecular weight: 78.09 g mol⁻¹
HOMO level (alpha / beta): -10.57 / -10.53 eV

Arrangement x

The following is a quantum chemistry calculation of one molecule with the formula CH2O2S, from OMol25.

ORCA input file:
```
! RIJCOSX wB97M-V def2-TZVPD def2/J DEFGRID3
* xyz 0 1
S -1.35 -0.07 0.01
H 2.08 -0.87 -0.12
O 1.15 -1.00 0.01
C 0.27 -0.02 -0.02
O 0.85 1.14 -0.05
H 1.82 1.01 0.39
*
```

## Properties
Frontier orbital gap: 8.7 eV
Molecular weight: 78.09 g mol⁻¹
HOMO level: -8.88 eV

Arrangement y

The following is a quantum chemistry calculation of one molecule with the formula CH2O2S, from OMol25.

ORCA input file:
```
! RIJCOSX wB97M-V def2-TZVPD def2/J DEFGRID3
* xyz 0 1
S -2.04 -0.26 0.63
O 0.51 -0.43 0.98
H 1.35 -0.23 0.50
O -0.13 0.43 -1.05
H 0.80 0.59 -1.22
C -0.50 -0.10 0.16
*
```

## Properties
Frontier orbital gap: 8.9 eV
Molecular weight: 78.09 g mol⁻¹
HOMO level: -9.00 eV

Stability check: which of them is most stable? arrangement y.